Computed, not measured: a 2-piece molecular cluster, C5H6O2 overall, with ωB97M-V with the def2-TZVPD basis set.

Output
* relative energy (zero: lowest compared OMol25 entry of this formula, charge and spin): 314.10 kJ/mol
* E_LUMO: 0.933 eV
* E_HOMO: -9.633 eV
* frontier orbital gap: 10.57 eV
* charge: 0
* E: -9373.8402 eV

Element x y z (Å)
1 O 1.557 1.687 -0.600
2 C 0.213 1.474 -0.228
3 C -0.351 0.179 -0.775
4 C 1.068 -1.380 0.407
5 O 1.990 -0.850 0.815
6 C -1.333 -0.508 -0.217
7 C -1.677 -1.505 0.545
8 H 2.118 1.092 -0.085
9 H 0.072 1.526 0.864
10 H -0.356 2.289 -0.680
11 H 0.017 -0.107 -1.759
12 H -0.705 -1.962 0.836
13 H -2.614 -1.934 0.877

Computed, not measured: C30H31CaClFI2N3O3 as an isolated structure, with ωB97M-V with the def2-TZVPD basis set.

Output
* relative energy (zero: lowest compared OMol25 entry of this formula, charge and spin): 0.00 kJ/mol
* E_LUMO: -8.731 eV
* E_HOMO: -12.408 eV
* frontier orbital gap: 3.68 eV
* charge: +2
* E: -92088.3515 eV

Element x y z (Å)
1 C 2.407 -1.061 3.004
2 C 1.495 -0.247 3.874
3 C 0.346 0.326 3.132
4 C -0.922 0.290 3.545
5 C -1.352 -0.409 4.745
6 I -1.285 -2.508 4.432
7 C -1.775 0.164 5.863
8 C -1.826 1.638 6.031
9 I -2.390 -0.936 7.513
10 C -1.944 0.936 2.691
11 O -2.909 1.466 3.125
12 C -1.674 0.800 1.255
13 C -2.717 0.611 0.368
14 F -3.972 0.613 0.799
15 C -2.497 0.323 -0.969
16 C -3.712 0.031 -1.794
17 C -4.610 1.219 -1.956
18 O -5.740 1.216 -1.763
19 Cl -3.767 2.641 -2.518
20 C -1.183 0.262 -1.453
21 C -0.994 -0.263 -2.854
22 C -1.457 -1.759 -2.789
23 C -0.408 -2.871 -2.688
24 C -0.046 -3.054 -1.231
25 N 1.066 -4.063 -0.995
26 C 1.985 -3.690 -0.017
27 N 2.848 -2.824 -0.185
28 N 1.965 -4.478 1.320
29 C -0.079 0.582 -0.610
30 C 1.344 0.660 -1.141
31 C 1.677 1.962 -1.846
32 C 2.061 3.106 -1.137
33 C 2.388 4.285 -1.813
34 C 2.323 4.351 -3.201
35 C 1.947 3.222 -3.932
36 C 1.870 3.269 -5.426
37 C 1.640 2.042 -3.241
38 C -0.366 0.801 0.781
39 C 0.665 0.962 1.837
40 O 1.729 1.491 1.690
41 H 3.077 -1.661 3.609
42 H 1.818 -1.706 2.350
43 H 3.009 -0.427 2.375
44 H 1.171 -0.833 4.716
45 H 2.081 0.576 4.268
46 H -2.750 2.004 5.617
47 H -0.992 2.101 5.528
48 H -1.816 1.894 7.075
49 H -4.307 -0.717 -1.294
50 H -3.467 -0.336 -2.776
51 H -1.576 0.261 -3.592
52 H 0.042 -0.219 -3.085
53 H -2.066 -1.869 -1.901
54 H -2.063 -1.958 -3.658
55 H -0.811 -3.780 -3.111
56 H 0.509 -2.664 -3.222
57 H -0.954 -3.414 -0.723
58 H 0.219 -2.097 -0.821
59 H 0.576 -4.930 -0.823
60 H 3.451 -2.652 0.609
61 H 2.797 -5.061 1.292
62 H 2.092 -3.799 2.081
63 H 2.028 0.455 -0.350
64 H 1.493 -0.122 -1.868
65 H 2.134 3.100 -0.075
66 H 2.699 5.140 -1.247
67 H 2.577 5.251 -3.727
68 H 2.203 2.344 -5.870
69 H 0.869 3.500 -5.750
70 H 2.505 4.060 -5.793
71 H 1.392 1.189 -3.846
72 Ca -0.072 -4.736 1.565

Computed, not measured: C51H42BF3GaO7 as an isolated structure, with ωB97M-V with the def2-TZVPD basis set.

Output
* relative energy (zero: lowest compared OMol25 entry of this formula, charge and spin): 0.00 kJ/mol
* E_LUMO: 0.129 eV
* E_HOMO: -4.304 eV
* frontier orbital gap: 4.43 eV
* charge: -1
* E: -129107.4210 eV

Element x y z (Å)
1 C 1.394 5.043 2.072
2 C 2.040 6.136 1.501
3 Ga 3.510 5.776 0.074
4 C 4.916 4.530 0.948
5 C 4.739 2.994 0.578
6 C 6.082 2.230 1.020
7 C 5.869 1.424 2.388
8 C 6.368 2.252 3.655
9 B 2.560 4.964 -1.592
10 C 3.245 4.619 -3.024
11 O 1.136 4.664 -1.497
12 C 4.471 7.584 -0.269
13 F 3.701 8.590 -0.866
14 F 4.840 8.117 1.003
15 F 5.702 7.398 -0.930
16 H 0.387 5.162 2.563
17 H 1.959 4.067 2.061
18 H 1.829 7.212 1.749
19 H 5.936 4.868 0.567
20 H 4.942 4.733 2.064
21 H 4.576 2.948 -0.539
22 H 3.836 2.587 1.131
23 H 6.850 3.027 1.245
24 H 6.515 1.593 0.195
25 H 4.762 1.266 2.515
26 H 6.450 0.462 2.280
27 H 7.308 2.805 3.364
28 H 5.604 2.981 4.030
29 H 6.631 1.514 4.467
30 H 3.613 5.580 -3.483
31 H 4.065 3.847 -2.923
32 H 2.475 4.186 -3.744
33 H 1.038 3.919 -0.878
34 C -5.474 1.873 -0.221
35 C -4.494 2.856 -0.323
36 C -3.155 2.498 -0.414
37 C -2.791 1.154 -0.391
38 C -3.772 0.169 -0.264
39 C -5.116 0.531 -0.191
40 C -3.395 -1.263 -0.189
41 O -4.251 -2.125 -0.082
42 C -1.960 -1.628 -0.236
43 C -1.584 -2.966 -0.109
44 C -0.242 -3.318 -0.166
45 C 0.730 -2.340 -0.360
46 C 0.361 -1.006 -0.481
47 C -0.984 -0.647 -0.410
48 C -1.362 0.782 -0.506
49 O -0.516 1.637 -0.671
50 H -6.520 2.153 -0.160
51 H -4.774 3.903 -0.334
52 H -2.395 3.268 -0.499
53 H -5.882 -0.230 -0.106
54 H -2.335 -3.733 0.039
55 H 0.048 -4.358 -0.062
56 H 1.776 -2.617 -0.412
57 H 1.121 -0.248 -0.627
58 C -5.603 -4.449 2.451
59 C -6.430 -5.229 3.256
60 C -6.156 -5.368 4.610
61 C -5.044 -4.735 5.163
62 C -4.203 -3.972 4.352
63 C -4.492 -3.822 2.997
64 C -2.990 -3.333 4.915
65 O -2.257 -2.666 4.209
66 C -2.679 -3.529 6.351
67 C -1.513 -2.982 6.884
68 C -1.220 -3.148 8.231
69 C -2.095 -3.853 9.054
70 C -3.255 -4.404 8.527
71 C -3.546 -4.251 7.172
72 C -4.769 -4.874 6.613
73 O -5.533 -5.494 7.331
74 H -5.823 -4.333 1.396
75 H -7.292 -5.728 2.826
76 H -6.805 -5.972 5.233
77 H -3.849 -3.220 2.365
78 H -0.830 -2.430 6.249
79 H -0.310 -2.726 8.642
80 H -1.869 -3.976 10.107
81 H -3.931 -4.955 9.171
82 C 3.098 -0.124 -8.648
83 C 3.646 -1.348 -8.273
84 C 2.943 -2.195 -7.426
85 C 1.694 -1.814 -6.940
86 C 1.156 -0.577 -7.296
87 C 1.856 0.262 -8.161
88 C -0.149 -0.138 -6.748
89 O -0.621 0.939 -7.062
90 C -0.866 -1.029 -5.806
91 C -2.066 -0.606 -5.237
92 C -2.751 -1.439 -4.362
93 C -2.246 -2.701 -4.060
94 C -1.049 -3.125 -4.620
95 C -0.350 -2.286 -5.487
96 C 0.945 -2.733 -6.051
97 O 1.390 -3.835 -5.784
98 H 3.643 0.533 -9.316
99 H 4.621 -1.643 -8.645
100 H 3.371 -3.149 -7.142
101 H 1.437 1.219 -8.450
102 H -2.465 0.374 -5.471
103 H -3.682 -1.106 -3.916
104 H -2.786 -3.353 -3.382
105 H -0.657 -4.106 -4.377

Computed, not measured: C20H25NOPbS2Se2 as an isolated structure, with ωB97M-V with the def2-TZVPD basis set.

Output
* relative energy (zero: lowest compared OMol25 entry of this formula, charge and spin): 0.51 kJ/mol
* E_LUMO: -0.353 eV
* E_HOMO: -6.949 eV
* frontier orbital gap: 6.60 eV
* charge: 0
* E: -182294.4581 eV

Element x y z (Å)
1 Pb 0.328 0.495 -0.426
2 S 2.785 0.178 0.117
3 C 3.383 1.838 0.142
4 C 4.768 1.970 0.169
5 C 5.367 3.211 0.152
6 C 4.578 4.350 0.109
7 C 3.203 4.233 0.095
8 C 2.585 2.984 0.114
9 S 0.817 2.978 0.058
10 H 5.355 1.063 0.176
11 H 6.444 3.290 0.159
12 H 5.037 5.328 0.073
13 H 2.578 5.113 0.050
14 C -3.826 -2.435 -0.037
15 Se -2.412 -1.563 0.970
16 C -1.654 -3.202 1.764
17 C -0.841 -4.030 0.794
18 Se 0.736 -3.081 0.064
19 C 1.810 -2.892 1.677
20 H -4.535 -2.917 0.634
21 H -3.398 -3.164 -0.719
22 H -4.321 -1.653 -0.600
23 H -2.486 -3.787 2.164
24 H -1.031 -2.879 2.600
25 H -1.426 -4.300 -0.088
26 H -0.487 -4.951 1.267
27 H 2.097 -3.875 2.047
28 H 1.254 -2.333 2.428
29 H 2.688 -2.326 1.376
30 N -0.128 0.070 1.898
31 C -0.044 0.083 3.046
32 C -0.005 0.066 4.446
33 C 1.209 0.146 5.132
34 C 1.201 0.165 6.512
35 C 0.000 0.099 7.204
36 C -1.204 -0.008 6.522
37 C -1.215 -0.029 5.143
38 H 2.133 0.198 4.576
39 H 2.133 0.241 7.053
40 H 0.002 0.132 8.283
41 H -2.133 -0.069 7.068
42 H -2.137 -0.114 4.588
43 C -3.394 2.433 1.207
44 C -3.276 1.837 -0.166
45 C -3.254 2.833 -1.294
46 O -3.202 0.644 -0.357
47 H -4.281 3.060 1.277
48 H -2.523 3.058 1.395
49 H -3.441 1.636 1.947
50 H -4.144 3.457 -1.266
51 H -3.197 2.324 -2.255
52 H -2.386 3.481 -1.176

Computed, not measured: one molecule with the formula C5H3NO, with ωB97M-V with the def2-TZVPD basis set.

Output
* relative energy (zero: lowest compared OMol25 entry of this formula, charge and spin): 433.54 kJ/mol
* E_LUMO: -1.278 eV
* E_HOMO: -9.137 eV
* frontier orbital gap: 7.86 eV
* charge: 0
* E: -8765.5131 eV

Element x y z (Å)
1 O -3.185 -0.567 0.074
2 C -2.203 0.038 0.195
3 C 0.743 -0.807 -0.332
4 C 0.619 0.601 0.154
5 C 1.831 0.217 -0.073
6 C -1.520 1.215 0.533
7 N -0.305 1.548 0.547
8 H 0.461 -1.057 -1.361
9 H 0.600 -1.639 0.366
10 H 2.894 0.411 -0.091

Computed, not measured: one molecule with the formula C3H11N3, with ωB97M-V with the def2-TZVPD basis set.

Output
* relative energy (zero: lowest compared OMol25 entry of this formula, charge and spin): 151.74 kJ/mol
* E_LUMO (spin up / spin down): 1.035 / -1.268 eV
* E_HOMO (spin up / spin down): -3.541 / -10.086 eV
* frontier orbital gap (spin up / spin down): 4.58 / 8.82 eV
* charge: 0
* E: -7751.3373 eV
* spin multiplicity: 3

Element x y z (Å)
1 C -1.365 -1.106 -0.032
2 C -1.145 1.355 0.057
3 C -0.569 0.098 0.330
4 N 1.601 1.053 -0.321
5 N 1.704 -1.246 -0.128
6 N 0.973 -0.103 -0.633
7 H -1.996 -0.802 -0.942
8 H -0.619 -1.987 -0.227
9 H -2.024 -1.383 0.866
10 H -0.632 1.945 -0.742
11 H -1.481 1.950 0.968
12 H -2.101 1.148 -0.550
13 H -0.080 -0.004 1.353
14 H 2.312 1.062 0.409
15 H 2.168 1.426 -1.120
16 H 1.265 -2.157 -0.158
17 H 1.988 -1.248 0.871

Computed, not measured: C52H44N3O5P2Pb as an isolated structure, with ωB97M-V with the def2-TZVPD basis set.

Output
* relative energy (zero: lowest compared OMol25 entry of this formula, charge and spin): 0.00 kJ/mol
* E_LUMO: 2.295 eV
* E_HOMO: -4.630 eV
* frontier orbital gap: 6.92 eV
* charge: -1
* E: -93175.7296 eV

Element x y z (Å)
1 Pb 0.029 0.172 -0.594
2 O 2.330 -3.668 0.958
3 C 1.428 -2.836 0.782
4 O 1.548 -1.754 0.134
5 C 0.078 -3.103 1.461
6 C -0.393 -1.963 2.394
7 C -1.275 -2.566 3.493
8 C -2.521 -2.970 2.661
9 C -2.174 -2.378 1.281
10 O -1.368 -1.246 1.626
11 C -1.177 -3.277 0.544
12 C -1.063 -2.908 -0.951
13 O -1.070 -3.831 -1.754
14 O -1.079 -1.658 -1.294
15 H 0.219 -4.014 2.044
16 H 0.385 -1.277 2.723
17 H -0.801 -3.404 4.003
18 H -1.526 -1.803 4.232
19 H -2.668 -4.049 2.610
20 H -3.432 -2.519 3.057
21 H -3.024 -2.058 0.686
22 H -1.496 -4.318 0.551
23 N -3.136 1.675 2.162
24 P -1.420 1.987 2.169
25 C -1.431 2.882 3.777
26 C -2.119 4.079 3.984
27 C -2.102 4.693 5.225
28 C -1.385 4.124 6.273
29 C -0.690 2.942 6.076
30 C -0.715 2.324 4.830
31 C -1.300 3.399 1.012
32 C -2.393 4.046 0.445
33 C -2.204 5.055 -0.488
34 C -0.920 5.421 -0.869
35 C 0.175 4.777 -0.312
36 C -0.013 3.765 0.619
37 C -3.727 0.859 1.216
38 C -4.971 0.257 1.455
39 C -5.537 -0.491 0.446
40 C -4.866 -0.636 -0.764
41 C -3.636 -0.019 -0.900
42 N -3.078 0.720 0.063
43 H -3.608 1.730 3.051
44 H -2.656 4.535 3.159
45 H -2.636 5.622 5.378
46 H -1.367 4.609 7.241
47 H -0.125 2.501 6.887
48 H -0.168 1.403 4.662
49 H -3.396 3.737 0.717
50 H -3.061 5.543 -0.936
51 H -0.775 6.191 -1.616
52 H 1.178 5.044 -0.619
53 H 0.849 3.243 1.026
54 H -5.464 0.383 2.411
55 H -6.496 -0.970 0.604
56 H -5.269 -1.228 -1.572
57 H -3.055 -0.127 -1.808
58 C 6.316 0.465 -2.532
59 C 5.329 1.396 -2.229
60 C 3.995 1.029 -2.284
61 C 3.623 -0.266 -2.650
62 C 4.616 -1.190 -2.951
63 C 5.956 -0.824 -2.891
64 P 1.826 -0.611 -2.663
65 C 1.674 -2.344 -3.183
66 C 0.950 -2.706 -4.315
67 C 0.788 -4.045 -4.639
68 C 1.347 -5.029 -3.840
69 C 2.061 -4.674 -2.705
70 C 2.219 -3.339 -2.368
71 C 1.302 0.371 -4.105
72 C 2.018 0.363 -5.274
73 C 1.623 1.159 -6.366
74 C 0.524 1.963 -6.253
75 C -0.228 2.011 -5.056
76 C -1.342 2.878 -4.934
77 C -2.031 2.933 -3.760
78 C -1.650 2.116 -2.668
79 C -0.601 1.227 -2.721
80 C 0.143 1.196 -3.948
81 H 7.361 0.745 -2.482
82 H 5.599 2.404 -1.941
83 H 3.228 1.757 -2.040
84 H 4.346 -2.200 -3.231
85 H 6.720 -1.555 -3.124
86 H 0.496 -1.944 -4.934
87 H 0.205 -4.317 -5.510
88 H 1.204 -6.073 -4.087
89 H 2.471 -5.434 -2.051
90 H 2.734 -3.077 -1.453
91 H 2.901 -0.260 -5.362
92 H 2.196 1.135 -7.285
93 H 0.215 2.588 -7.084
94 H -1.621 3.498 -5.780
95 H -2.873 3.609 -3.655
96 H -2.220 2.217 -1.750
97 C 2.931 -0.429 3.587
98 C 2.609 0.810 4.126
99 C 2.635 1.918 3.296
100 N 2.954 1.858 2.001
101 C 3.234 0.660 1.494
102 C 3.246 -0.512 2.244
103 H 2.918 -1.324 4.198
104 H 2.345 0.917 5.171
105 H 2.391 2.903 3.680
106 H 3.461 0.619 0.434
107 H 3.448 -1.464 1.771

Computed, not measured: one molecule with the formula C5H11N, with ωB97M-V with the def2-TZVPD basis set.

Output
* relative energy (zero: lowest compared OMol25 entry of this formula, charge and spin): 388.99 kJ/mol
* E_LUMO: -0.027 eV
* E_HOMO: -8.345 eV
* frontier orbital gap: 8.32 eV
* charge: 0
* E: -6849.4969 eV

Element x y z (Å)
1 C -0.788 -1.087 2.353
2 C -0.465 -1.494 0.904
3 C -0.496 -0.263 0.076
4 C 0.816 0.077 -0.529
5 N 0.646 0.588 -1.891
6 C 0.313 2.003 -1.924
7 H -0.048 -0.375 2.733
8 H -1.773 -0.618 2.410
9 H -0.769 -1.969 3.000
10 H 0.470 -2.082 0.867
11 H -1.285 -2.140 0.552
12 H -0.134 0.074 -2.292
13 H 1.573 -0.730 -0.526
14 H 1.228 0.878 0.112
15 H -0.089 2.254 -2.910
16 H 1.228 2.590 -1.775
17 H -0.425 2.295 -1.160

Computed, not measured: a 4-piece molecular cluster, C27H60N4O3 overall, with ωB97M-V with the def2-TZVPD basis set.

Output
* E_LUMO: 0.673 eV
* E_HOMO: -7.969 eV
* frontier orbital gap: 8.64 eV
* charge: 0
* E: -41069.6436 eV

Element x y z (Å)
1 C 0.576 -9.099 1.241
2 N 0.635 -7.653 1.457
3 C -0.390 -6.866 0.791
4 C 0.100 -5.574 0.096
5 O -0.353 -5.602 -1.277
6 C 0.670 -5.980 -2.070
7 O 0.596 -5.944 -3.262
8 C 1.881 -6.323 -1.222
9 C 1.629 -5.442 -0.008
10 C 2.074 -4.015 -0.284
11 C 3.610 -3.920 -0.033
12 C 4.314 -5.347 0.210
13 O 4.059 -4.127 1.197
14 H -0.399 -9.429 0.882
15 H 1.319 -9.411 0.508
16 H 0.783 -9.621 2.170
17 H 0.644 -7.463 2.445
18 H -1.166 -6.570 1.502
19 H -0.899 -7.460 0.038
20 H -0.311 -4.693 0.581
21 H 2.712 -5.961 -1.815
22 H 1.968 -7.379 -0.998
23 H 1.979 -5.768 0.961
24 H 1.661 -3.326 0.454
25 H 1.895 -3.680 -1.304
26 H 4.182 -3.194 -0.613
27 H 5.019 -5.870 0.849
28 H 5.154 -5.005 -0.466
29 C -0.756 -2.981 -3.193
30 C -1.786 -1.864 -3.254
31 N -1.640 -0.903 -2.174
32 C -2.775 -0.014 -2.023
33 C -3.081 0.968 -3.161
34 C -0.330 -0.289 -2.045
35 C 0.237 0.481 -3.246
36 H -0.759 -3.453 -2.214
37 H -0.988 -3.746 -3.932
38 H 0.253 -2.622 -3.408
39 H -2.780 -2.307 -3.152
40 H -1.758 -1.400 -4.254
41 H -2.643 0.549 -1.095
42 H -3.663 -0.635 -1.862
43 H -2.361 1.785 -3.193
44 H -4.066 1.414 -3.003
45 H -3.101 0.480 -4.136
46 H 0.383 -1.075 -1.782
47 H -0.358 0.371 -1.173
48 H 0.108 -0.069 -4.178
49 H 1.308 0.640 -3.105
50 H -0.221 1.463 -3.363
51 C 2.512 -0.046 1.136
52 C 3.021 1.189 1.865
53 N 3.489 2.237 0.979
54 C 4.250 3.266 1.664
55 C 3.528 4.133 2.703
56 C 2.548 2.708 -0.020
57 C 1.207 3.286 0.451
58 H 3.250 -0.421 0.424
59 H 2.312 -0.833 1.864
60 H 1.583 0.144 0.596
61 H 3.874 0.892 2.481
62 H 2.240 1.530 2.563
63 H 4.698 3.915 0.907
64 H 5.091 2.769 2.158
65 H 2.859 4.858 2.240
66 H 4.262 4.696 3.282
67 H 2.949 3.532 3.406
68 H 2.339 1.880 -0.705
69 H 3.062 3.454 -0.631
70 H 0.733 2.663 1.212
71 H 0.522 3.341 -0.398
72 H 1.305 4.296 0.844
73 C -3.006 4.104 -0.191
74 C -2.966 4.654 1.226
75 N -2.631 6.063 1.284
76 C -2.292 6.522 2.618
77 C -3.380 6.485 3.699
78 C -3.485 6.941 0.503
79 C -4.991 6.934 0.799
80 H -2.075 4.308 -0.722
81 H -3.139 3.021 -0.157
82 H -3.832 4.522 -0.767
83 H -2.195 4.103 1.772
84 H -3.920 4.425 1.729
85 H -1.904 7.541 2.537
86 H -1.448 5.915 2.962
87 H -4.123 7.269 3.560
88 H -2.925 6.643 4.679
89 H -3.894 5.524 3.728
90 H -3.345 6.693 -0.552
91 H -3.099 7.958 0.607
92 H -5.383 5.921 0.895
93 H -5.527 7.413 -0.023
94 H -5.238 7.482 1.707